#a
{"formula": "C4H7N3O", "method": "ωB97M-V with the def2-TZVPD basis set", "homo_lumo_gap_ev": 8.60, "smiles": "CN/N=C(/C#N)OC", "elements": ["C", "C", "C", "C", "H", "H", "H", "H", "H", "H", "H", "N", "N", "N", "O"], "coordinates": [[2.80281, -0.47925, 0.06181], [-0.66532, -0.54058, 0.18895], [-2.19560, 1.29292, -0.05615], [-1.94237, -1.26281, 0.04738], [3.63201, -0.01699, -0.52834], [3.08142, -1.54963, -0.10386], [3.16767, -0.14959, 1.26792], [1.33209, 0.90480, -0.26835], [-2.73290, 1.12666, 0.89580], [-2.67029, 0.76316, -0.81111], [-2.18592, 2.29529, -0.49956], [1.53813, -0.19110, -0.28203], [0.53913, -1.12295, -0.01696], [-2.96198, -1.93647, -0.06367], [-0.73887, 0.86654, 0.16817]]}

***

#b
{"formula": "C4H7N3O", "method": "ωB97M-V with the def2-TZVPD basis set", "homo_lumo_gap_ev": 9.21, "smiles": "[H]/N=C/NC(=C)C(N)=O", "elements": ["C", "C", "C", "C", "H", "H", "H", "H", "H", "H", "H", "N", "N", "N", "O"], "coordinates": [[1.12921, -0.42592, -0.00764], [0.06172, 0.67866, -0.00256], [0.63849, 1.85765, 0.29318], [-2.04196, -0.08342, -0.20531], [1.88723, -2.33670, -0.44515], [0.21248, -2.00796, 0.00786], [0.34086, 2.98983, 0.21087], [1.64228, 1.88324, 1.13956], [-1.65510, 1.54891, -1.07112], [-2.97408, -0.27322, -0.81524], [-2.78447, -1.24810, 1.19135], [1.01181, -1.73396, -0.38390], [-1.22277, 0.76507, -0.66795], [-1.76102, -0.91381, 0.84185], [2.30124, 0.05764, 0.09823]]}

***

Pick #b: it beats the second-best structure by 0.0162 hartree.

***

#a
{"formula": "C4H10N2", "method": "ωB97M-V with the def2-TZVPD basis set", "homo_lumo_gap_ev": 9.88, "smiles": "[H]/N=C/NCCC", "elements": ["C", "C", "C", "N", "C", "N", "H", "H", "H", "H", "H", "H", "H", "H", "H", "H"], "coordinates": [[-1.38387, 1.14726, 0.70426], [-1.08763, -0.32004, 0.81515], [-0.63521, -0.94743, -0.51360], [0.66262, -0.41687, -0.95813], [1.91227, -0.28924, -0.43318], [2.71443, 0.61351, -0.81531], [-1.03723, 1.52607, -0.26834], [-2.43591, 1.42275, 0.54468], [-0.90418, 1.75383, 1.47083], [-1.84594, -0.96362, 1.28241], [-0.26515, -0.50626, 1.52341], [-0.51900, -2.02797, -0.37340], [-1.43665, -0.79671, -1.24253], [0.41553, 0.31563, -1.60340], [2.18241, -0.96721, 0.37807], [3.66352, 0.45630, -0.51091]]}

***

#b
{"formula": "C4H10N2", "method": "ωB97M-V with the def2-TZVPD basis set", "homo_lumo_gap_ev": 10.12, "smiles": "[H]/N=C/N.C=CC", "elements": ["C", "C", "C", "H", "H", "H", "H", "H", "H", "N", "C", "N", "H", "H", "H", "H"], "coordinates": [[0.32581, 1.50354, -1.18244], [1.52672, 1.93052, -0.36786], [2.15425, 1.20578, 0.54937], [0.58627, 0.76618, -1.95196], [-0.09690, 2.42695, -1.57331], [-0.50022, 1.10299, -0.60626], [1.95355, 2.87140, -0.70736], [3.08602, 1.48492, 1.01465], [1.88661, 0.19413, 0.83550], [-0.48150, -1.51490, -0.46787], [-1.59524, -1.37888, 0.28346], [-1.80056, -1.76044, 1.48157], [0.40155, -1.71431, -0.05001], [-0.54064, -1.38073, -1.45505], [-2.46176, -0.95438, -0.25887], [-2.66492, -1.35268, 1.80896]]}

***

#c
{"formula": "C4H10N2", "method": "ωB97M-V with the def2-TZVPD basis set", "homo_lumo_gap_ev": 8.57, "elements": ["C", "C", "C", "C", "N", "N", "H", "H", "H", "H", "H", "H", "H", "H", "H", "H"], "coordinates": [[0.26402, 1.24250, -0.64795], [0.14971, 0.64167, 0.59252], [-1.24850, 0.27664, 1.06801], [1.29642, 0.14993, 1.46083], [-0.23950, -0.99175, -3.18394], [-0.40534, -1.45584, -2.12046], [1.21624, 1.56841, -1.06723], [-0.52562, 1.43654, -1.38337], [-1.93333, 1.03211, 0.51427], [-1.52426, 0.34928, 2.19627], [-1.39813, -0.73351, 0.68433], [1.07785, 0.02140, 2.50445], [2.16584, 0.77913, 1.47488], [1.74972, -0.83433, 1.01800], [-0.33737, -2.60687, -1.96662], [-0.30774, -0.87530, -1.14400]]}

***

#d
{"formula": "C4H10N2", "method": "ωB97M-V with the def2-TZVPD basis set", "homo_lumo_gap_ev": 10.72, "smiles": "C=N[C@H](N)CC", "elements": ["C", "C", "C", "N", "C", "N", "H", "H", "H", "H", "H", "H", "H", "H", "H", "H"], "coordinates": [[-0.40899, -0.03161, -0.07116], [1.09439, -0.04604, 0.24433], [1.72622, 1.34148, 0.30329], [-0.65367, 0.50608, -1.39468], [-1.96586, -1.61134, 0.58592], [-0.88356, -1.40701, -0.07442], [-0.92097, 0.59282, 0.67181], [-1.60097, 0.23874, -1.65120], [-0.06288, -0.01615, -2.04049], [1.62563, -0.65126, -0.50267], [1.25977, -0.55173, 1.20469], [1.98115, 1.59956, 1.33641], [2.65513, 1.35872, -0.27647], [1.07124, 2.12696, -0.08489], [-2.52704, -0.82219, 1.11489], [-2.38958, -2.62702, 0.63465]]}

***

Pick #d: it beats the second-best structure by 0.0027 hartree.

***

#a
{"formula": "C5H12IN2", "method": "ωB97M-V with the def2-TZVPD basis set", "homo_lumo_gap_ev": 9.56, "smiles": "C[C@@H]1[C@H]([NH2+]CI)N1C", "charge": 1, "elements": ["C", "C", "C", "C", "C", "N", "N", "I", "H", "H", "H", "H", "H", "H", "H", "H", "H", "H", "H", "H"], "coordinates": [[-0.43479, -1.13774, -0.76081], [-0.71668, 0.00038, 0.06525], [0.38480, -1.10669, -2.03815], [0.48322, -1.66382, 1.61880], [-0.25440, 2.37791, 0.79853], [0.36208, -0.90534, 0.40550], [-0.12753, 1.32856, -0.31119], [0.07147, 4.35158, -0.06990], [-1.11443, -1.94820, -0.59918], [-1.49549, 0.06541, 0.87311], [1.23026, -0.32703, -2.04504], [-0.29463, -0.96046, -3.01086], [0.62074, -2.17494, -2.02372], [-0.21868, -1.40925, 2.39199], [0.29088, -2.70502, 1.39114], [1.57835, -1.47526, 2.05638], [-1.29233, 2.26607, 1.19773], [0.50288, 2.28488, 1.68560], [-0.47404, 1.65303, -1.22612], [0.89833, 1.48594, -0.39907]]}

***

#b
{"formula": "C5H12IN2", "method": "ωB97M-V with the def2-TZVPD basis set", "homo_lumo_gap_ev": [4.45, 4.66], "charge": 1, "elements": ["C", "C", "C", "C", "C", "N", "N", "I", "H", "H", "H", "H", "H", "H", "H", "H", "H", "H", "H", "H"], "coordinates": [[0.20441, 0.28228, -0.21220], [-0.24340, -1.34463, -3.18639], [0.03255, 0.70984, 4.58597], [-0.87391, -0.19360, -2.41382], [-0.54459, 0.81448, 3.25812], [-0.65217, -0.33517, -0.96985], [1.07882, 1.16672, -0.61889], [-1.92288, 2.21782, 2.69915], [-0.46845, -1.23275, -4.24379], [0.83644, -1.35508, -3.06106], [-0.63847, -2.30173, -2.85490], [1.10558, 0.51165, 4.51786], [-0.38421, -0.16655, 5.10166], [-0.15345, 1.57989, 5.21035], [-0.45836, 0.75931, -2.74254], [-1.95318, -0.17455, -2.57877], [-0.23349, 0.13771, 2.46968], [-1.21625, -1.05527, -0.53907], [1.67794, 1.61337, 0.05541], [1.22969, 1.41938, -1.59342]]}

***

Pick #a: it beats the second-best structure by 0.0180 hartree.

***

#a
{"formula": "C2H13O4S", "method": "ωB97M-V with the def2-TZVPD basis set", "homo_lumo_gap_ev": 7.00, "charge": -1, "elements": ["C", "C", "S", "H", "H", "H", "H", "H", "H", "H", "O", "H", "H", "O", "H", "H", "O", "H", "H", "O"], "coordinates": [[-0.78780, -1.23720, -1.22409], [-1.98009, -0.52623, -0.55870], [-1.55579, 1.08532, 0.22618], [-0.03747, -0.51692, -1.54114], [-1.07795, -1.79479, -2.12133], [-0.35508, -1.95346, -0.52709], [-2.35781, -1.16822, 0.23290], [-2.72674, -0.35479, -1.33471], [-0.08836, -0.35941, 2.95546], [-1.09538, -0.74186, 1.81759], [-0.59438, -1.07823, 2.57753], [2.36453, -1.39459, -0.49589], [2.51037, -0.02727, -1.07838], [2.88326, -0.91104, -1.14492], [0.45766, 2.01383, -0.86658], [1.01729, 1.97280, -2.34507], [1.10572, 1.59858, -1.46373], [1.29536, 0.50036, 0.83278], [1.34027, -0.83580, 1.46118], [1.87467, -0.03253, 1.40219]]}

***

#b
{"formula": "C2H13O4S", "method": "ωB97M-V with the def2-TZVPD basis set", "homo_lumo_gap_ev": 6.96, "charge": -1, "elements": ["C", "C", "S", "H", "H", "H", "H", "H", "H", "H", "O", "H", "H", "O", "H", "H", "O", "H", "H", "O"], "coordinates": [[-1.04382, -1.07292, -1.08220], [-2.22162, -0.39630, -0.35338], [-1.73237, 1.32957, 0.21157], [-1.00249, -0.80278, -2.15038], [-1.10131, -2.16256, -1.08459], [-0.09572, -0.63186, -0.78133], [-2.53358, -0.97465, 0.50622], [-3.08548, -0.27500, -1.00815], [-0.34547, -0.09953, 3.06173], [-1.28285, -0.28934, 1.90662], [-1.04416, -0.68842, 2.77076], [2.63999, -0.81613, -0.21359], [2.38794, 0.45772, -0.98805], [2.93567, -0.34271, -0.99368], [0.20883, 1.33186, -1.25835], [1.00106, 2.25501, -2.21001], [1.05371, 1.83719, -1.34180], [1.55381, 1.10798, 1.26616], [1.62031, -0.10935, 2.22717], [2.08753, 0.34223, 1.51525]]}

***

Pick #a: it beats the second-best structure by 0.0053 hartree.

***

#a
{"formula": "C4H12NO", "method": "ωB97M-V with the def2-TZVPD basis set", "homo_lumo_gap_ev": [10.88, 4.04], "spin_multiplicity": 2, "charge": 2, "elements": ["C", "C", "C", "C", "N", "H", "H", "H", "H", "H", "H", "H", "H", "H", "H", "H", "H", "O"], "coordinates": [[0.27120, -2.46677, 0.59299], [-0.70699, -1.16373, 0.52156], [0.14383, 0.14514, 0.68811], [-1.32679, 2.23704, 0.61402], [-0.45618, 1.45882, 0.08193], [0.06245, -3.05292, 1.54729], [0.21374, -3.16922, -0.27314], [1.28394, -2.12643, 0.58720], [-1.10154, -0.94905, -0.48652], [-1.50852, -1.38573, 1.31996], [0.41090, 0.47019, 1.76299], [1.21218, -0.10262, 0.31578], [-2.10010, 1.90941, 1.35847], [-1.10247, 3.37408, 0.28075], [-0.09384, 1.88875, -0.69456], [2.03742, -0.52747, -1.72723], [1.79955, -0.00449, -2.92079], [1.47401, 0.11921, -2.01798]]}

***

#b
{"formula": "C4H12NO", "method": "ωB97M-V with the def2-TZVPD basis set", "homo_lumo_gap_ev": [11.56, 6.27], "spin_multiplicity": 2, "charge": 2, "elements": ["C", "N", "H", "H", "H", "H", "H", "H", "C", "O", "C", "C", "H", "H", "H", "H", "H", "H"], "coordinates": [[1.31539, -1.80813, 0.31588], [1.89591, -0.52225, -0.21099], [2.10983, -2.50126, 0.57396], [0.76454, -1.57150, 1.22468], [0.67315, -2.22552, -0.45495], [2.48245, -0.74104, -1.02334], [2.46788, -0.00108, 0.45877], [1.12383, 0.08958, -0.56298], [-1.44521, 1.05201, 0.80572], [-2.35974, 0.25771, 1.45003], [-1.08465, 0.46426, -0.51601], [-0.55317, 1.18146, -1.56033], [-0.49931, 1.02130, 1.41239], [-1.79428, 2.08220, 0.64951], [-2.78373, 0.79028, 2.15122], [-1.53899, -0.50560, -0.72041], [-0.61453, 0.74958, -2.55629], [-0.15937, 2.18799, -1.43685]]}

***

Pick #b: it beats the second-best structure by 0.1261 hartree.